C36H23AsClMoN3O8S | ωB97M-V/def2-TZVPD

* HOMO (alpha / beta): -8.06 / -8.14 eV
* spin multiplicity: 3
* <S²>: 2.0198
* E_tot: -144612.19665 eV

Last column: Löwdin spin population.
Geometry (Å):
1 Mo -0.0022 -0.6892 -0.3422  1.722
2 O 1.7379 0.2082 3.3674  0.029
3 C 0.9881 -0.0615 2.4610  0.008
4 O 1.3144 -0.3141 1.2273  0.034
5 C -0.4986 -0.1182 2.6529  0.012
6 C -1.1738 0.0705 3.8403  -0.003
7 C -2.5614 0.0064 3.8229  0.016
8 C -3.2248 -0.2336 2.6286  -0.004
9 C -2.4708 -0.4056 1.4844  0.013
10 N -1.1431 -0.3542 1.5151  -0.004
11 C -3.0077 -0.6372 0.0981  0.006
12 O -4.1929 -0.7154 -0.1123  0.022
13 O -2.0470 -0.7127 -0.7773  0.023
14 H -0.6024 0.2615 4.7382  0.000
15 H -3.1233 0.1508 4.7373  0.001
16 H -4.3023 -0.2797 2.5494  0.000
17 O -1.0899 -5.5575 -3.5446  0.000
18 C -0.9103 -5.9346 -2.2923  0.000
19 O -0.9973 -7.0825 -1.9387  0.000
20 C -0.6028 -4.8613 -1.2973  0.003
21 C -0.4264 -5.0658 0.0632  0.012
22 Cl -0.4677 -6.4754 0.9936  0.004
23 N -0.1502 -3.8797 0.6429  0.004
24 N -0.1447 -2.9092 -0.2839  0.004
25 C -0.4220 -3.4769 -1.4468  0.014
26 C -0.4853 -2.5432 -2.6201  0.006
27 O -0.7466 -2.9689 -3.7361  0.008
28 O -0.2276 -1.3235 -2.3213  0.026
29 C 0.1158 -3.5822 2.0186  0.001
30 C -0.9169 -3.6837 2.9377  0.000
31 C -0.6491 -3.4090 4.2701  0.000
32 C 0.6292 -3.0275 4.6581  0.000
33 C 1.6466 -2.9172 3.7211  0.000
34 C 1.3951 -3.2013 2.3865  0.000
35 H -0.9745 -4.5698 -3.6846  0.000
36 H -1.9042 -3.9887 2.6122  0.000
37 H -1.4403 -3.4916 5.0048  0.000
38 H 0.8322 -2.8046 5.6982  0.000
39 H 2.6328 -2.5917 4.0215  0.000
40 H 2.1694 -3.1096 1.6358  0.000
41 S 2.2436 -0.6768 -1.3913  0.033
42 C 2.9948 0.8180 -0.8220  0.005
43 C 4.3577 0.8880 -0.5536  0.002
44 C 4.9335 2.0969 -0.1874  -0.001
45 C 4.1670 3.2486 -0.0745  0.002
46 C 2.8048 3.1918 -0.3384  0.000
47 C 2.2357 1.9872 -0.7174  0.004
48 As 0.3728 1.7345 -1.0871  0.004
49 C -0.5236 3.2434 -0.2852  -0.001
50 C -0.8643 4.3579 -1.0437  -0.001
51 C -1.4766 5.4469 -0.4381  0.000
52 C -1.7477 5.4268 0.9225  -0.001
53 C -1.4053 4.3162 1.6823  0.000
54 C -0.7962 3.2267 1.0790  0.000
55 C 0.1374 1.9659 -2.9764  0.001
56 C 1.2066 2.3176 -3.7886  -0.001
57 C 1.0133 2.4348 -5.1584  0.000
58 C -0.2387 2.1973 -5.7064  -0.001
59 C -1.3022 1.8341 -4.8903  0.000
60 C -1.1157 1.7114 -3.5226  -0.001
61 H 4.9618 -0.0075 -0.6258  0.001
62 H 5.9953 2.1349 0.0237  0.000
63 H 4.6236 4.1828 0.2245  0.000
64 H 2.1930 4.0812 -0.2460  0.000
65 H -0.6602 4.3762 -2.1068  0.000
66 H -1.7420 6.3117 -1.0331  0.000
67 H -2.2259 6.2777 1.3915  0.000
68 H -1.6109 4.2980 2.7454  0.000
69 H -0.5234 2.3677 1.6826  0.000
70 H 2.1858 2.4889 -3.3604  0.000
71 H 1.8454 2.7027 -5.7970  0.000
72 H -0.3847 2.2826 -6.7761  0.000
73 H -2.2733 1.6263 -5.3208  0.000
74 H -1.9371 1.3890 -2.8938  0.000